No. 1
Formula: C16H44N4NaO4
Source: the Open Molecules 2025 dataset
Level of theory: the ωB97M-V functional and the def2-TZVPD basis

The geometry in XYZ format:
```
69
Properties=species:S:1:pos:R:3:forces:R:3
H 1.66269 -2.05539 -4.31458 0.3 0.2 0.4
H 1.18756 3.33347 2.66560 -0.3 0.4 -0.2
H 1.26843 -1.01010 -5.65788 -0.4 -0.1 -0.1
C 1.13785 -4.59475 1.42406 -2.3 0.1 -0.2
N -2.89159 1.54073 -2.35441 -1.9 -0.4 -0.1
Na 0.77083 -0.20374 -0.95002 0.3 0.1 -0.3
H -5.10189 1.51922 -2.72027 0.4 1.0 0.1
H -6.57975 -1.07204 -0.34649 -0.1 0.4 -0.7
C -4.20195 0.90426 -2.72622 1.0 0.2 -1.9
O 3.30625 -4.76309 2.05423 2.3 3.0 1.2
H 0.27666 4.75462 4.58410 0.3 0.6 0.6
C 2.18188 -5.48365 1.97304 -0.6 -2.7 0.0
O 2.09192 -0.00736 -4.12156 0.6 0.6 1.9
C 3.29267 2.09028 -3.37995 0.5 -0.6 0.3
H 1.39082 2.41867 3.92218 0.4 -0.5 0.1
H -1.38453 5.99991 6.40895 0.7 -0.7 0.0
H 2.88949 -1.41619 -5.47571 0.5 -0.1 0.5
H -2.85420 2.21361 -3.10670 0.8 0.6 0.2
H -1.63242 6.87431 4.93114 0.3 -0.2 -0.6
H 1.06565 -3.69594 2.03645 0.2 0.1 0.1
H -5.50506 -0.60839 -2.22855 0.0 -0.5 -0.3
H -6.30757 0.10713 0.93516 0.3 -0.3 0.2
H -0.56086 3.78834 5.89896 0.9 -0.4 0.1
H -4.99410 0.17415 -4.59588 0.0 0.0 -0.3
H -3.12739 2.03853 -1.50783 0.4 0.5 0.3
C -0.26658 -5.21601 1.34335 0.0 -0.1 0.4
H 2.47991 -4.02942 0.10166 0.4 0.2 -0.3
H 4.32667 3.87755 -3.07965 0.1 0.3 -0.2
H 4.39244 1.07225 -2.17128 0.2 -0.7 0.4
H -3.42903 -0.46645 -4.19551 0.6 0.4 -0.6
H -5.23390 -1.36838 0.64923 0.0 0.1 0.7
H -0.72427 -5.34434 2.32424 0.2 -0.2 0.1
H 4.31301 3.38999 -4.79652 -0.1 0.2 0.0
C -4.57870 -0.19723 -1.82743 -0.9 -1.0 0.6
C -0.55593 4.10593 4.85626 0.9 0.3 -0.3
H -0.82323 1.40034 5.20852 0.4 0.2 0.4
H 3.84241 2.33820 -1.44607 -0.2 0.4 0.3
C -1.24263 1.82788 4.29780 -0.5 -2.6 1.3
H 1.96229 -6.05326 2.87605 -0.4 0.4 0.6
N 0.72941 2.59438 3.17935 1.2 0.1 0.4
H 2.43235 2.75591 -3.31006 -0.6 -0.6 -0.6
C -4.00618 0.45747 -4.23279 -1.5 -0.4 2.1
H 1.41837 -5.09466 -0.45395 0.0 -0.1 -0.5
H -0.96832 -4.60423 0.77641 0.3 0.3 0.0
H 5.44538 2.69105 -3.68086 -0.1 -0.6 0.1
H -3.67297 1.31211 -4.82157 0.5 -0.4 -0.1
C 3.19387 0.89313 -4.34402 -1.4 0.8 -1.4
C 4.49993 -5.43538 2.20450 1.4 -1.6 -0.4
N 1.49092 -4.23097 0.06459 0.3 0.7 -0.3
H -3.79985 -0.95976 -1.83438 0.1 -0.3 0.3
H 2.39912 -6.28685 1.26892 -0.5 -0.5 -0.7
C 2.00779 -1.18777 -4.87694 -0.4 0.4 -1.6
O -4.90293 0.27349 -0.52297 -0.1 0.1 -0.3
H -2.92521 6.05563 5.75241 -0.2 -0.1 -0.3
H 4.60084 -6.16335 3.00948 -0.8 0.1 0.6
N 3.53034 1.58109 -2.03724 0.1 -0.6 0.5
H 5.39168 -4.82006 2.32388 -0.5 0.7 -0.2
H -1.18036 3.40201 3.07516 0.4 0.3 -0.7
H -0.25319 -6.17223 0.82034 0.1 -0.2 0.1
H 4.67341 -6.05976 1.32806 0.1 -0.1 -0.5
C 4.41613 3.03867 -3.76985 0.1 0.4 -0.4
H -2.29655 1.93224 4.55560 0.0 0.8 -0.2
H -1.23692 0.93007 3.67974 0.2 0.3 -0.8
C -0.48053 3.01095 3.81369 -3.0 -0.2 -0.6
C -1.88594 5.94577 5.44264 -1.2 0.5 0.7
H 4.13411 0.36917 -4.51585 0.2 -0.2 0.6
C -5.81002 -0.54841 0.22046 0.7 -0.1 -0.2
H 2.99037 1.38510 -5.29515 0.1 0.0 -0.5
O -1.77889 4.75156 4.69194 -0.5 1.1 0.0
```
Forces are in eV/Å.

Properties
Energy above the lowest of the compared OMol25 structures with the same formula, charge and spin in kJ/mol: 432.0
E_HOMO in eV: -11.6
HOMO-LUMO gap in eV: 7.93
Max |F| in eV Å⁻¹: 3.92
Charge: +1



No. 2
Formula: C16H45BF4NO7
Source: the Open Molecules 2025 dataset
Level of theory: the ωB97M-V functional and the def2-TZVPD basis

The geometry in XYZ format:
```
74
Properties=species:S:1:pos:R:3:forces:R:3
H -0.46429 -6.02485 2.67356 -1.1 0.3 0.9
H 1.56523 -2.85218 -4.43084 2.7 -1.0 -2.2
H -2.93910 -0.02114 -1.90628 4.2 -0.5 4.4
C -3.26140 0.24172 -3.48914 -1.4 -1.5 -3.4
H 1.81849 4.84959 -1.75704 -0.9 0.3 1.2
H 3.30801 -0.02536 0.17045 -0.4 1.7 1.0
C -2.60054 1.17495 3.43355 0.1 2.1 -2.5
H 0.23299 -6.46280 1.46245 12.1 -5.0 -3.2
H 2.27029 2.49682 -1.79358 1.4 0.7 -3.1
C 0.90217 4.46148 3.77159 1.4 -3.2 0.9
H -2.40762 -0.92805 3.66779 -0.3 -1.5 2.2
H 1.15012 0.07042 1.91351 -3.5 2.6 -3.3
C 0.35338 -3.62234 -2.89777 -3.0 -0.4 1.0
C 2.15645 4.48311 -2.68329 -0.7 2.2 -2.7
H 0.76445 0.73661 3.89173 -3.1 3.1 0.2
H 1.71271 5.17646 -3.53242 0.6 -1.6 1.5
C 1.90729 3.04412 -2.83364 2.7 -0.3 3.7
O 0.11586 -3.91955 1.15391 2.9 -2.4 4.4
H -1.26821 -0.31613 2.53147 -2.1 0.1 0.4
H -1.32349 -4.72093 -3.11527 0.8 0.7 -0.5
H 3.42224 -1.56187 -0.47307 -0.6 1.9 -1.2
H -0.09300 3.13343 2.35841 0.1 0.8 0.5
C -2.39412 -0.22100 2.92302 4.5 1.7 -2.1
C -0.78904 -4.87756 0.90186 -1.2 0.0 -3.1
C -0.57164 -6.13524 1.60697 -9.7 3.6 3.5
F -0.13205 0.28613 -1.55484 -0.1 0.0 -1.0
H -2.30401 2.04193 2.69181 -0.7 -2.0 0.5
H 0.94203 -4.55282 -2.62482 0.0 1.7 0.3
H 0.91946 3.98237 0.56256 -0.6 -0.5 -0.4
H -2.68388 1.16673 -3.58505 -0.5 0.3 0.0
H 3.15553 4.66707 -2.65999 3.2 0.7 -0.3
H 2.81985 0.96982 5.26865 0.1 1.4 1.6
C 2.93772 0.74689 4.25470 -3.6 -0.7 -1.5
H 0.29076 -1.85340 -4.17123 -0.4 -0.9 0.3
O -3.76705 -0.00641 -2.22123 -3.6 0.5 -1.8
H 0.21334 -3.20208 0.62978 -0.3 3.4 -2.9
H 3.70552 0.04729 4.22948 1.2 -1.6 -0.5
N 4.65135 0.41720 -2.77957 -2.5 -1.6 2.9
C 3.14265 -0.44954 -0.77143 0.2 -3.9 -2.5
H -5.17742 0.79381 -4.04750 0.2 0.3 -1.0
H -3.14657 -0.38166 1.07821 0.6 0.2 0.4
H -0.66941 -5.19474 -0.20855 -1.1 0.7 1.1
O 0.64220 2.98606 -2.52755 -7.7 -2.6 0.4
H -1.92720 1.49040 4.20041 -0.3 -0.3 1.5
O 1.15385 4.39984 1.38117 0.8 1.2 0.8
O -3.33052 -0.56430 2.00948 -2.1 -1.0 -1.2
C -4.44934 0.07869 -4.49223 1.3 4.3 0.2
H -2.57479 -0.55229 -3.76719 0.6 -0.3 0.1
B -0.57848 -0.03715 -0.28969 0.5 -0.3 1.1
H -1.29660 -6.86830 1.30480 -0.6 -0.3 0.2
H 1.86702 3.79649 3.80548 -1.6 1.1 -0.4
H 2.17624 -0.48488 -1.33707 0.0 0.2 1.9
C 1.02210 -2.51475 -3.65148 -3.2 0.8 0.3
F 0.05900 0.94745 0.58973 -1.1 -1.1 -0.4
C 1.50614 0.08022 3.82508 7.7 6.9 -8.3
H 2.07092 2.67505 -3.81940 1.2 -0.8 -0.6
C 0.21965 4.20906 2.43369 -1.1 -0.6 -0.9
H 1.38896 -1.74703 -3.04138 1.6 0.5 1.2
H 3.12259 1.50057 3.50935 0.2 0.8 0.4
C 3.96997 -0.00409 -1.90433 3.3 1.7 -1.9
H -0.73949 4.81580 2.26175 1.3 -0.5 0.4
H 1.36708 -0.58244 4.40367 -2.0 -9.6 7.3
H 1.27937 5.41774 4.08446 -0.5 0.8 -0.3
O 1.69410 -0.35967 2.46301 3.0 -2.9 4.1
H -1.72732 -4.44632 1.21466 -1.2 -0.3 -0.8
F -2.02029 -0.02262 -0.24230 1.6 0.3 0.0
F -0.12348 -1.36938 0.02827 -0.4 1.2 -0.1
H -3.69215 1.23078 3.49433 0.2 0.6 1.1
H 0.31294 3.97177 4.60005 0.2 0.9 -0.8
H 0.37009 2.03590 -2.41267 0.0 1.3 0.0
H -4.17895 0.32022 -5.56693 -0.5 -0.3 1.3
O -0.73182 -4.19930 -3.70455 -0.3 -0.4 -0.2
H -0.29492 -3.09851 -2.10344 1.9 -1.1 -0.1
H -5.02192 -0.76329 -4.38809 -0.5 -2.9 0.1
```
Forces are in eV/Å.

Properties
Energy above the lowest of the compared OMol25 structures with the same formula, charge and spin in kJ/mol: 251.9
E_HOMO in eV: -7.2
HOMO-LUMO gap in eV: 9.96
Max |F| in eV Å⁻¹: 13.48
Charge: -1



No. 3
Formula: C16H45HfI2OP2Si4
Source: the Open Molecules 2025 dataset
Level of theory: the ωB97M-V functional and the def2-TZVPD basis

The geometry in XYZ format:
```
71
Properties=species:S:1:pos:R:3:forces:R:3
C -3.43835 1.25242 -2.15309 0.5 0.5 0.1
H 1.47632 -3.36701 -0.03643 -0.1 0.0 0.3
H 2.63926 1.63427 4.08323 -0.3 -0.1 -0.2
H 1.50485 -4.15462 1.56154 0.0 0.4 -0.2
H 0.17260 -3.21885 3.89105 0.0 0.3 -0.3
H -2.52908 -1.63292 -4.48790 -0.4 0.1 0.1
H -1.41746 -4.12966 1.75788 0.0 0.3 -0.2
H -0.97155 1.40977 4.25943 -0.2 -0.1 -0.2
H -3.16951 2.02046 -2.89053 -0.2 -0.1 0.1
H 3.56334 -0.61087 1.85292 0.0 0.2 0.0
C -1.84304 0.95592 3.77864 0.4 -0.1 0.0
Si -0.01605 0.00079 0.77551 0.0 1.0 -0.6
C -3.28188 -1.55124 -1.47630 0.2 -0.5 0.3
C -1.47516 -3.17113 1.20894 -0.1 0.1 -0.1
H 2.78004 0.19027 -4.84809 0.3 0.0 0.2
C 1.53200 -3.17635 1.04614 0.1 0.1 -0.1
H -2.88937 -2.53875 -1.76470 -0.2 0.3 0.0
H -3.69392 -0.73591 1.74557 0.1 0.2 0.0
H -3.05317 -1.41024 -0.40846 -0.2 0.0 -0.5
H 2.62225 -1.50687 -4.45176 0.4 0.1 0.1
H 2.99852 -2.41474 -1.74709 0.2 0.3 0.1
H -2.84891 3.21187 1.55378 0.4 -0.1 -0.1
C -1.85503 2.80139 1.30205 0.0 0.1 0.0
H 3.13399 -1.28886 -0.37877 0.2 0.0 -0.5
H -4.14193 -0.88661 -4.15789 0.5 0.1 0.0
Si 1.73684 1.15700 1.85344 1.2 1.0 0.7
H 1.66451 2.98085 0.06100 0.3 0.0 0.4
H -0.64238 -1.65148 4.09134 0.2 -0.2 -0.2
C 1.63848 1.31179 3.74388 -0.2 -0.2 0.0
H 3.85070 0.54837 0.55064 -0.1 0.1 0.3
C -3.56433 0.32444 1.48674 -0.1 -0.3 -0.3
H 1.40260 0.37648 4.26799 0.1 0.2 -0.2
H -1.50861 -3.40302 0.13318 0.1 0.0 0.3
H 3.13844 2.14577 -2.84561 0.2 -0.1 0.1
H -3.22388 1.66156 -1.15585 -0.1 -0.2 -0.2
H -2.77569 0.06098 -4.89215 -0.3 -0.1 0.2
C 3.46888 0.44945 1.57710 0.1 -0.3 -0.2
H -2.43624 -2.70498 1.46728 0.3 -0.1 0.1
O -0.07626 3.51417 -1.69263 0.2 -5.5 0.0
H 4.51221 1.18419 -2.21855 -0.4 0.0 0.1
H -4.37432 -1.54494 -1.64424 0.5 0.1 0.1
H 3.22141 1.78393 -1.10922 0.2 -0.2 -0.3
H -4.51311 1.02906 -2.24623 0.4 0.0 0.1
P 2.52528 -0.16356 -2.45597 2.5 -0.7 -0.3
H -3.87317 0.44022 0.43857 0.0 0.0 0.4
H -1.10195 3.41396 1.81184 -0.2 -0.1 0.0
H -2.73179 1.52267 4.10690 0.2 -0.2 -0.3
H 4.45221 -1.36877 -1.62962 -0.5 0.0 0.1
H -4.28343 0.88935 2.10958 0.4 -0.2 -0.2
C 1.77751 2.91426 1.15348 -0.1 0.1 -0.1
H 0.99448 3.55089 1.58119 0.2 -0.1 0.0
H 0.92138 2.06054 4.09591 0.2 -0.1 -0.2
C 3.36354 -1.41980 -1.44785 -0.2 -0.4 0.3
I 0.02460 1.43338 -4.47976 0.0 -0.6 -1.7
Si -1.84089 1.00056 1.87997 -1.4 0.8 0.8
H 4.20415 -0.66988 -4.13498 -0.5 0.0 0.0
H 2.51698 -2.73228 1.24367 -0.3 -0.1 0.1
C 3.10585 -0.57267 -4.13035 -0.4 -0.2 -0.4
C -0.03945 2.33971 -1.71477 -0.3 7.1 0.8
C -3.05100 -0.71825 -4.16929 0.4 -0.2 -0.4
H -1.68395 2.93995 0.22233 -0.2 -0.1 0.4
P -2.48838 -0.27397 -2.49932 -2.4 -0.8 -0.3
H 2.75049 3.35301 1.43394 -0.3 -0.1 -0.1
Si 0.06012 -2.17929 1.68824 0.1 -2.4 0.2
H -1.93561 -0.05625 4.19230 -0.1 0.2 -0.2
H 1.11754 -1.71467 3.95906 -0.2 -0.2 -0.2
C 0.18609 -2.15752 3.58005 0.0 0.7 0.1
Hf 0.00763 0.21006 -2.06338 0.0 -1.6 1.7
I 0.11503 -1.34206 -6.34669 -0.1 1.1 0.7
C 3.43386 1.38540 -2.11101 -0.4 0.5 0.1
H 4.15490 1.00881 2.24214 -0.3 -0.2 -0.3
```
Forces are in eV/Å.

Properties
Energy above the lowest of the compared OMol25 structures with the same formula, charge and spin in kJ/mol: 0.0
E_HOMO (alpha / beta) in eV: -16.9 / -16.9
HOMO-LUMO gap (alpha / beta) in eV: 3.48 / 3.47
Max |F| in eV Å⁻¹: 7.16
Charge: +3



No. 4
Formula: C16H45N11O22PS
Source: the Open Molecules 2025 dataset
Level of theory: the ωB97M-V functional and the def2-TZVPD basis

The geometry in XYZ format:
```
96
Properties=species:S:1:pos:R:3:forces:R:3
O 6.42833 -2.50944 -0.76484 0.0 0.0 0.1
H -1.17550 5.41209 -4.35399 0.1 0.0 0.1
O -4.54972 -3.63091 2.25609 -0.3 0.0 0.2
H 2.75234 -1.97093 -5.16498 -0.1 0.0 0.1
O -2.20676 -2.52999 -0.65862 8.0 2.7 -6.1
H 6.96084 -3.06892 1.53890 0.0 0.0 0.0
N 2.79775 -0.12009 -6.09228 0.0 -0.1 0.0
O 5.70776 -3.60015 -2.47045 0.0 0.0 0.0
C 0.40879 7.51282 -3.98975 0.1 0.1 0.3
O 3.74519 0.50291 -6.51834 0.0 0.0 0.0
O -2.30797 -1.29560 6.59109 0.0 0.1 0.1
N 5.53646 -2.91208 -1.48848 0.0 0.0 0.0
O -1.94806 -0.33909 -4.52651 -0.1 0.0 0.1
C -0.55798 0.53318 3.57596 0.2 0.3 0.2
H -0.07533 -6.15033 6.03979 0.0 0.0 0.0
O -1.06614 -1.62745 0.98258 3.3 1.2 -1.4
O -4.27726 -1.49806 2.39731 -0.4 0.1 0.0
O -7.22413 0.94731 2.29210 0.0 0.0 0.0
H -0.84598 -2.53985 -6.23920 0.0 0.0 0.0
C -2.91546 -2.66415 0.89888 -6.8 -1.4 4.2
O 1.69438 -0.14444 -6.60080 -0.1 0.0 0.0
N -1.20730 1.59601 2.76363 0.1 -0.5 -0.3
H -0.86477 6.59959 -1.11343 0.0 0.0 0.0
H 0.59356 6.92875 -4.89043 0.0 0.0 0.0
H -1.28065 0.20790 4.31284 0.0 -0.1 0.0
H -2.15555 -3.32378 1.29838 -0.6 -0.2 0.2
O -0.08925 -1.33796 -4.09666 0.0 -0.1 0.1
H -4.83365 -1.36631 6.04159 0.0 0.0 0.1
H -0.26622 4.55212 -0.88275 0.0 0.0 -0.1
O -2.29238 -1.75805 4.49424 0.0 -0.2 0.1
N -2.83431 -1.71633 5.58053 -0.1 0.0 -0.1
C -0.86531 5.39073 -3.30284 -0.2 0.3 -0.1
H 3.95728 -2.90743 -0.13277 0.0 0.0 0.0
N -4.01151 -2.58829 1.93148 0.3 -0.3 0.9
H 0.42120 -4.49150 5.61635 0.0 0.0 0.0
H -4.57087 2.28224 1.15938 0.0 0.0 0.0
H 1.86760 3.52312 -0.48808 0.0 -0.3 -0.2
H -1.58788 -3.30350 -4.80630 0.0 0.0 0.0
H 1.36000 7.88110 -3.60155 -0.1 0.0 -0.1
H -4.63368 0.94469 2.34503 0.0 -0.1 0.0
H 7.15548 -1.94017 2.91900 0.0 0.0 0.0
H 0.62272 2.73377 0.51066 0.0 0.3 0.1
N -0.33873 7.21654 -1.73231 0.1 -0.2 -0.5
H 3.24500 1.92922 -1.00455 -0.1 0.1 -0.1
P 0.24051 3.76412 -3.22991 -1.0 -0.6 -0.3
H -2.57413 -2.23093 -5.85792 0.0 0.0 0.0
S 2.26882 4.84480 -2.86163 0.6 0.1 0.0
O 6.21251 -4.78730 3.05367 -0.1 0.0 0.0
C 2.99084 -0.95175 -4.87414 0.0 0.0 0.1
H 4.08913 -1.43560 -1.14141 0.0 0.0 0.0
O -6.77096 2.99428 1.81220 0.0 0.1 0.0
O -2.13055 -4.73952 5.37786 0.0 0.0 0.0
C 7.43969 -2.89835 2.49529 -0.1 0.0 -0.1
H -2.52053 -1.63014 0.71787 -6.7 -1.8 5.1
C -0.27818 6.70128 -2.91135 -0.1 0.2 0.4
N -1.45572 -1.66054 -0.18287 6.8 0.7 -5.8
O -0.68306 2.68243 2.68038 0.0 0.1 0.1
H -1.06541 3.02671 -1.24252 0.1 0.0 -0.1
H 0.33230 0.94811 4.03443 0.0 0.1 0.0
N -6.47848 1.82011 1.89380 0.0 -0.1 0.0
O 7.44862 -3.89863 4.57489 0.0 0.0 0.0
C 0.95933 2.91247 -0.51317 -0.3 0.0 0.5
C -4.23582 -2.20102 5.68787 -0.1 -0.1 -0.1
H 3.47607 -2.95149 -1.86056 0.0 0.0 0.0
C -5.10818 1.40116 1.48617 -0.1 0.3 -0.1
H -3.36655 -3.09542 0.00578 -3.1 -1.1 2.5
N 6.99509 -3.95018 3.45037 0.0 0.0 0.0
N -1.49685 -4.67024 6.40976 0.0 0.0 0.0
H 0.08953 -0.57483 -1.10094 0.0 0.0 0.1
H -1.42418 -0.69855 -2.04582 0.0 0.0 0.0
O -1.93019 -4.26768 7.46853 0.0 0.0 0.1
H -0.96735 3.03171 -3.59429 0.1 0.1 0.1
H -1.76183 5.21841 -2.69634 0.1 -0.2 0.0
H 2.18021 5.44644 -1.66803 -0.1 0.1 0.0
H 0.99488 2.53003 -3.22758 0.1 0.0 0.0
C -1.58946 -2.43285 -5.45499 0.0 0.0 -0.1
H -5.22484 0.67409 0.68912 0.0 -0.1 0.1
H 4.02078 -0.86254 -4.55147 0.0 0.1 0.0
H 0.57983 3.94812 -4.62904 0.1 0.1 0.1
C 2.46049 1.20595 -1.27220 0.2 -0.4 -0.3
C -0.99477 -0.55604 -1.06399 -0.6 0.1 0.0
C 4.14902 -2.52051 -1.12974 -0.1 0.0 0.0
H -0.32140 -0.28499 2.90236 -0.1 0.0 0.0
H -0.21678 8.38240 -4.22179 0.0 -0.1 -0.1
H 2.30116 -0.60305 -4.11096 0.0 0.0 0.0
C -0.07671 -5.11175 6.35522 0.0 0.0 0.1
H -1.33826 0.37417 -0.61630 0.1 0.1 0.0
H 8.51997 -2.96970 2.41780 0.0 0.0 0.1
O 1.23465 1.56552 -0.98571 0.2 -0.2 -0.2
N -1.17929 -1.26818 -4.62539 0.0 0.0 -0.2
C -0.11566 3.57000 -1.34419 0.2 0.1 0.1
H -4.55887 -2.53352 4.70896 0.0 0.0 -0.1
H 0.35334 -4.98761 7.34109 0.0 0.0 0.0
H -4.23262 -3.01260 6.40894 0.0 0.0 0.1
O -2.22678 1.26088 2.18891 0.0 0.2 -0.1
O 2.71428 0.12310 -1.77294 -0.2 0.5 0.4
```
Forces are in eV/Å.

Properties
Energy above the lowest of the compared OMol25 structures with the same formula, charge and spin in kJ/mol: 156.5
E_HOMO in eV: -4.7
HOMO-LUMO gap in eV: 5.00
Max |F| in eV Å⁻¹: 10.40
Charge: -1